(1)
The following is a quantum chemistry calculation of a molecular structure, C10H97Br2O49PS2 in a non-equilibrium geometry, from the Open Molecules 2025 dataset.

Last column: Löwdin charge in e.
Atoms and positions in Å:
C1 -0.6333 6.5476 2.8731  -0.1477
C2 -0.2082 5.2712 3.4928  -0.6892
Br1 -0.8188 5.0297 5.2629  0.9408
C3 0.5026 4.3053 2.9230  -0.7775
Br2 1.2237 4.4478 1.1603  0.9661
O1 0.7380 3.0743 3.5252  -0.2090
P1 -0.2447 1.9865 2.8054  0.3221
O2 -1.3955 2.7119 2.2631  -0.2360
O3 0.6292 1.2576 1.7017  -0.1116
O4 -0.5652 0.8714 3.8800  -0.5294
S1 -2.1069 0.0626 3.8174  1.0637
C4 -2.4246 -0.5515 2.1723  -0.3506
C5 -1.3843 -1.5109 1.6290  -0.5091
O5 -0.5196 -2.0065 2.3089  0.0875
O6 -1.5622 -1.8268 0.3166  -0.0044
C6 -0.3372 -2.0077 -0.4229  -0.0653
C7 0.0642 -0.8007 -1.2672  -0.2498
C8 1.5555 -0.4605 -1.1563  -0.0146
O7 -0.2007 -1.1350 -2.6800  -0.0529
C9 -1.2183 -0.4242 -3.2027  -0.5425
O8 -2.3739 -0.6091 -2.9193  0.1267
C10 -0.8147 0.6466 -4.1898  -0.4005
S2 0.9223 0.5468 -4.6510  0.8097
H1 -0.6203 7.3777 3.5701  0.0794
H2 -1.6607 6.4134 2.5337  0.0907
H3 -0.0540 6.8200 2.0009  0.0312
H4 0.5307 1.7147 0.8500  0.0591
H5 -3.3330 -1.1603 2.2895  0.0867
H6 -2.6850 0.2153 1.4474  0.1019
H7 0.4835 -2.3348 0.2060  0.1299
H8 -0.5172 -2.8105 -1.1336  0.1465
H9 -0.5568 0.0659 -1.0359  0.1437
H10 1.6535 0.6254 -1.1110  0.0804
H11 1.9546 -0.8498 -0.2344  0.0471
H12 2.1084 -0.8376 -2.0061  0.0785
H13 -1.3631 0.4828 -5.1123  0.0787
H14 -1.0975 1.6108 -3.7768  0.0998
H15 1.5706 1.2003 -3.6924  -0.1232
O9 2.3780 -0.8300 2.8307  -0.0476
H16 1.7618 -1.5561 2.9988  -0.0019
H17 1.8542 -0.1009 2.4757  -0.0110
O10 -2.4777 8.0871 5.8761  -0.0820
H18 -2.0155 7.3696 6.3201  -0.0244
H19 -3.3261 8.1443 6.3324  -0.0033
O11 3.7332 -2.0951 -0.1755  -0.0646
H20 4.6100 -2.4311 -0.3971  0.0262
H21 3.7172 -2.0514 0.7904  0.0407
O12 2.0439 0.9974 5.7172  -0.0312
H22 2.7319 1.2391 5.0863  0.0758
H23 1.2465 0.9139 5.1863  -0.0026
O13 -3.1457 -4.2654 1.1653  -0.0302
H24 -2.6364 -3.4611 1.0144  -0.0012
H25 -2.4950 -4.9515 1.3569  0.0293
O14 -1.6679 2.7749 -0.5524  -0.0709
H26 -1.5699 3.6522 -0.9386  0.0323
H27 -1.4761 2.8991 0.3894  -0.0329
O15 4.0896 0.8925 -6.0084  -0.0706
H28 4.4149 0.3376 -6.7267  0.0411
H29 3.1663 0.6371 -5.9185  -0.0266
O16 -5.3351 -0.5831 2.6568  -0.0664
H30 -5.5807 0.3330 2.8249  0.0497
H31 -5.9845 -0.8617 1.9977  0.0243
O17 4.6529 -1.5726 -4.3619  -0.0430
H32 5.1080 -1.8990 -5.1461  0.0553
H33 4.5391 -0.6259 -4.5335  0.0274
O18 -3.9979 -1.3655 6.6104  -0.0638
H34 -4.4768 -1.2304 5.7855  0.0188
H35 -3.1340 -1.6924 6.3378  0.0181
O19 5.9131 -4.4305 -4.5498  -0.0599
H36 5.9239 -5.2212 -3.9975  0.0338
H37 5.2816 -3.8511 -4.1031  -0.0144
O20 2.0916 -3.3493 4.2416  -0.0598
H38 2.1686 -2.7544 5.0014  0.0244
H39 1.1412 -3.4830 4.1760  0.0055
O21 2.1933 4.5861 -2.0592  -0.0674
H40 2.3482 5.4516 -2.4554  0.0464
H41 2.4553 4.6904 -1.1446  -0.0459
O22 4.5952 -3.4650 -2.5104  -0.0676
H42 3.9282 -4.0791 -2.1706  0.0579
H43 4.0889 -2.7642 -2.9362  0.0311
O23 3.9424 -5.5180 -0.4111  -0.0588
H44 4.8319 -5.8467 -0.6017  -0.0086
H45 3.9138 -5.4670 0.5490  0.0534
O24 -4.0330 -3.2706 -2.0796  -0.0388
H46 -3.3881 -2.5982 -2.3281  0.0077
H47 -3.5077 -4.0032 -1.7408  0.0400
O25 -7.3458 0.3804 0.8568  -0.0447
H48 -6.8748 0.6077 0.0475  0.0571
H49 -8.1990 0.0404 0.5596  0.0381
O26 -6.3342 -5.3860 1.2264  -0.0626
H50 -5.7865 -4.6060 1.0782  0.0128
H51 -5.6931 -6.0774 1.4157  0.0316
O27 6.7327 -4.3951 -0.4591  -0.0796
H52 6.2664 -4.2822 -1.2982  -0.0109
H53 7.5811 -4.7784 -0.7105  0.0254
O28 -0.2705 6.7183 -0.8312  -0.0684
H54 -0.5140 7.0343 -1.7074  0.0359
H55 0.5840 6.2950 -0.9602  -0.0269
O29 -0.8200 -4.9935 2.8341  -0.0418
H56 -0.0888 -5.0795 3.4520  0.0355
H57 -0.7188 -4.1228 2.4284  0.0026
O30 8.1319 -3.7545 -2.1978  -0.0601
H58 8.0567 -2.7941 -2.2419  0.0784
H59 7.4596 -4.0534 -2.8204  0.0253
O31 -8.8319 -2.4322 0.4102  -0.0567
H60 -7.9518 -2.4759 0.0133  0.0268
H61 -9.0609 -3.3580 0.5445  0.0579
O32 10.8024 -2.7634 -1.0371  -0.0543
H62 11.3557 -2.7971 -1.8229  0.0346
H63 9.9168 -2.9643 -1.3607  -0.0099
O33 4.3579 3.9356 -5.5311  -0.0536
H64 4.0668 4.1028 -6.4333  0.0363
H65 4.2118 2.9859 -5.4180  0.0082
O34 1.8094 3.8010 6.6847  -0.1021
H66 1.6490 4.1920 5.8190  -0.0371
H67 1.7881 2.8467 6.5291  -0.0071
O35 5.6893 -7.3949 -1.8295  -0.0475
H68 6.0319 -7.8182 -2.6225  0.0453
H69 4.8197 -7.7918 -1.7040  0.0494
O36 -2.6125 8.5137 1.5153  -0.0523
H70 -2.7922 9.3886 1.8722  0.0415
H71 -3.1229 8.4887 0.6984  0.0151
O37 -7.0392 -3.7875 -1.7352  -0.0610
H72 -6.1540 -3.8226 -2.1211  0.0104
H73 -7.2745 -4.7129 -1.5936  0.0167
O38 9.3135 -5.7755 1.3468  -0.0550
H74 9.3833 -5.1147 2.0428  0.0386
H75 8.3653 -5.9161 1.2502  0.0213
O39 8.5673 -5.5725 -5.6685  -0.0544
H76 9.0834 -6.1644 -5.1127  0.0331
H77 7.8640 -5.2486 -5.0948  -0.0178
O40 5.7592 6.7195 -5.9604  -0.0612
H78 6.6433 6.4537 -6.2295  0.0343
H79 5.2872 5.8889 -5.8334  -0.0119
O41 -11.1769 -1.2521 1.6469  -0.0545
H80 -11.0287 -0.8854 2.5242  0.0520
H81 -10.3167 -1.6050 1.3761  -0.0041
O42 -2.8267 9.8979 -1.0482  -0.0512
H82 -3.1318 10.2827 -1.8758  0.0439
H83 -1.9548 9.5403 -1.2451  0.0368
O43 3.7826 1.0191 -8.7222  -0.0458
H84 3.7257 1.9790 -8.7423  0.0449
H85 3.1590 0.7272 -9.3952  0.0510
O44 -3.6515 -1.9109 -5.5627  -0.0473
H86 -3.5499 -1.2241 -6.2279  0.0301
H87 -3.2586 -1.5421 -4.7629  -0.0073
O45 -13.9854 -1.9235 2.2279  -0.0737
H88 -13.1015 -1.9506 1.8339  -0.0091
H89 -14.2234 -2.8450 2.3608  0.0254
O46 2.1978 7.4256 2.3487  -0.0650
H90 2.8035 8.1668 2.4552  0.0472
H91 2.7345 6.6516 2.5501  0.0200
O47 -8.7883 -6.4333 -2.5597  -0.0511
H92 -9.3510 -7.1096 -2.1702  0.0377
H93 -9.3988 -5.8398 -3.0090  0.0421
O48 0.8115 -1.4312 5.7766  -0.0472
H94 0.7296 -0.6126 5.2795  -0.0122
H95 1.1961 -1.1628 6.6188  0.0621
O49 -4.8657 9.2407 7.3340  -0.0504
H96 -4.7660 9.9068 6.6452  0.0465
H97 -5.7142 9.4396 7.7408  0.0440

Computed properties:
gap between HOMO and LUMO = 8.86 eV
DFT total energy = -10411.76305 a.u.



(2)
The following is a quantum chemistry calculation of a molecular structure, C33H34MnN4Sb2Se in a non-equilibrium geometry, from the Open Molecules 2025 dataset.

Last column: Löwdin spin population.
Atoms and positions in Å:
Mn1 -0.7309 0.0998 0.1818  3.0290
C1 2.1474 3.3996 0.1631  0.0025
Sb1 1.3593 1.7007 1.1949  -0.0151
C2 3.0960 0.7022 2.1210  -0.0134
C3 0.4816 2.7937 2.8219  -0.0026
C4 -0.1684 4.0472 2.4633  0.0007
C5 0.7165 5.0916 2.3579  -0.0007
C6 0.2659 6.3430 2.0283  0.0002
C7 -1.0810 6.5378 1.8644  -0.0006
C8 -1.9723 5.4641 1.7812  -0.0001
C9 -1.5268 4.1782 2.1778  0.0002
C10 -2.5009 3.0036 2.2533  0.0037
Sb2 -2.5649 1.9728 0.3567  -0.0222
C11 -2.3643 3.2372 -1.2912  -0.0097
C12 -4.7726 1.6778 0.2854  -0.0124
H1 3.0119 2.9506 -0.3124  0.0002
H2 2.5647 4.1633 0.7821  -0.0001
H3 1.4459 3.8327 -0.6002  0.0000
H4 3.7200 0.2469 1.3488  0.0000
H5 2.7008 -0.0986 2.6753  -0.0001
H6 3.6555 1.4446 2.6617  -0.0014
H7 1.3903 2.8839 3.4720  -0.0004
H8 -0.1181 2.1257 3.4455  -0.0001
H9 1.7364 4.9064 2.5529  0.0000
H10 0.9979 7.1650 2.0836  0.0000
H11 -1.4887 7.5633 1.7957  0.0000
H12 -2.9872 5.7687 1.6269  0.0000
H13 -3.4731 3.2783 2.6185  0.0002
H14 -2.0911 2.2910 2.9625  0.0000
H15 -2.7245 2.6189 -2.0870  -0.0001
H16 -1.3820 3.7325 -1.3612  0.0002
H17 -3.0635 4.0436 -1.1766  -0.0015
H18 -5.2275 2.6505 -0.0225  -0.0014
H19 -5.1415 1.4251 1.3003  -0.0001
H20 -5.0705 0.7982 -0.2346  0.0000
N1 -1.8290 -9.9426 -0.7455  -0.0001
C13 -1.8358 -8.8663 -1.1177  0.0000
C14 -1.6917 -7.4034 -1.1954  -0.0002
C15 -2.5713 -6.4826 -1.7886  0.0001
C16 -2.2911 -5.1138 -1.6262  -0.0004
C17 -1.2089 -4.6821 -0.8542  -0.0009
C18 -0.3446 -5.5921 -0.2860  -0.0006
C19 -0.5790 -6.9652 -0.4687  0.0001
C20 -1.1043 -3.2166 -0.5732  -0.0056
C21 -2.0459 -2.6398 0.2322  0.0092
C22 -3.0586 -3.3878 0.9126  0.0138
C23 -3.7866 -2.4581 1.5804  0.0031
C24 -3.0865 -1.2933 1.4905  0.0152
N2 -2.1321 -1.3271 0.6420  -0.0099
C25 0.0618 -2.5423 -1.1401  0.0114
C26 1.0104 -3.2314 -1.8985  0.0006
C27 2.0660 -2.4231 -2.0298  0.0147
C28 1.8061 -1.1861 -1.4022  0.0010
N3 0.4001 -1.3058 -0.8779  -0.0168
H21 -3.2044 -6.9140 -2.4875  0.0000
H22 -2.8339 -4.3958 -2.1105  0.0000
H23 0.5517 -5.3062 0.2738  0.0000
H24 0.1858 -7.7194 -0.1965  0.0000
H25 -3.4241 -4.4277 0.8316  0.0004
H26 -4.6192 -2.3637 2.2147  -0.0002
H27 -3.6131 -0.3695 1.9356  0.0009
H28 1.0175 -4.2948 -2.2664  -0.0001
H29 3.0658 -2.5756 -2.4281  0.0006
H30 2.4611 -0.9340 -0.6260  -0.0003
Se1 1.8483 0.5176 -2.4832  0.0076
C29 3.7910 0.4429 -2.5432  0.0011
C30 4.5091 0.7706 -1.4028  0.0002
C31 5.9368 0.8390 -1.5337  0.0000
N4 6.5197 0.4127 -2.6240  0.0001
C32 5.8473 0.1622 -3.7224  0.0001
C33 4.4422 0.0668 -3.7057  0.0003
H31 4.0821 1.0524 -0.4296  0.0000
H32 6.5553 1.1749 -0.7721  0.0000
H33 6.4794 0.0139 -4.5408  0.0000
H34 3.7822 -0.1331 -4.5281  0.0000

Computed properties:
gap between HOMO and LUMO (spin up / spin down) = 5.54 / 5.49 eV
multiplicity = 4
charge = +2
DFT total energy = -5529.10171 a.u.



> The lowest DFT total energy belongs to which entry?

C10H97Br2O49PS2



> The highest DFT total energy belongs to which entry?

C33H34MnN4Sb2Se